DFT (ωB97M-V with the def2-TZVPD basis set) results for a 7-piece molecular cluster, H14O7 overall in a non-equilibrium geometry.

Calculated values
SMILES string ... O.O.O.O.O.O.O
Maximum force ... 4.67 eV/Å
Energy relative to the best compared isomer or geometry (same formula, charge and spin) ... 3.9508 eV
Frontier orbital gap ... 10.291 eV
Multiplicity ... 1
E_HOMO ... -10.25 eV
Charge ... 0

Structure (XYZ):
```
21
Properties=species:S:1:pos:R:3:forces:R:3
H 1.948 1.211 -2.695 0.1038 0.0388 -0.0558
H 0.810 -0.155 0.893 0.8201 0.4929 0.0920
H 2.889 0.317 -1.905 0.1167 0.0307 0.0306
H 1.487 -2.546 0.182 -0.0023 -0.2110 -0.1240
O 1.395 -1.648 0.519 0.1693 -4.2631 -1.8885
H -3.340 -1.132 1.083 -0.1102 -0.0342 -0.0686
H 1.191 -1.768 1.453 0.3149 -0.0497 0.0293
O -0.386 -1.123 -1.587 -0.1448 -0.0098 -0.1985
H -0.711 0.259 1.293 -0.5016 0.1252 0.1328
H -3.725 -0.561 -0.272 -0.0117 0.0105 0.0132
H 0.339 -0.497 -1.692 -0.1191 -0.0466 0.0589
O 2.824 0.809 -2.731 -0.2308 -0.0633 0.1182
H -0.401 2.758 -1.375 -0.0974 -0.0496 0.0135
H -1.554 0.535 2.527 -0.1987 0.2144 -0.0145
O -4.078 -0.734 0.608 0.1908 0.0037 0.0400
H 1.359 0.968 1.759 0.0231 -0.2040 0.5119
O -0.580 2.121 -0.674 0.2217 0.0400 -0.0204
H -0.299 2.572 0.130 -0.0858 -0.0385 0.0557
O 1.425 0.017 1.615 1.7522 3.4272 0.7269
H 0.049 -1.948 -1.342 -0.1070 0.2323 0.0121
O -0.644 0.545 2.211 -2.1034 0.3540 0.5354
```
Positions in Å, forces in eV/Å.

Löwdin population analysis, charges in e, atoms 1 to 4: H 0.021; H -0.001; H 0.031; H 0.069